138
Properties=species:S:1:pos:R:3:mulliken_charge:R:1 method="wB97M-V/def2-TZVPD" total_energy_ha=-6965.8188 lumo_ev="-0.018 / -0.018" homo_ha="-0.2461 / -0.2460" orbital_gap_ev="6.678 / 6.677"
H -1.577 -3.942 -5.104 0.558
H 5.304 1.903 5.140 0.451
C 4.084 1.113 3.601 0.211
H 2.428 -4.021 1.806 0.560
C -0.678 1.930 -0.685 2.242
H -2.179 1.239 1.347 -0.666
H -5.089 -1.553 -5.596 0.487
Cl -2.393 -1.212 -5.111 -0.144
C 4.215 2.762 -0.509 0.388
C 1.677 -3.687 -3.091 0.075
C 2.880 1.529 -1.781 -1.036
C 0.097 4.381 2.938 -1.317
H 2.126 -3.814 4.258 0.466
H -3.689 -1.508 1.988 0.150
C 2.448 0.742 -3.009 3.090
B 3.027 2.511 1.731 -1.466
H -0.396 5.218 3.401 0.532
N -3.870 0.428 -1.616 0.949
H 0.539 0.072 -2.174 -0.455
C -2.434 3.365 4.023 -2.050
H 4.645 -0.659 4.760 0.509
H -3.735 3.976 1.724 0.456
H -4.456 -3.100 1.779 0.585
H -3.509 -2.383 0.453 -0.242
H 3.000 5.581 1.970 0.221
C -3.547 -2.214 -4.283 1.076
H -2.233 0.039 -2.864 -0.152
H -4.509 2.279 -2.378 0.467
H 5.860 3.076 0.832 0.227
C -1.662 1.751 -1.683 2.220
H 2.037 6.201 3.316 0.490
H 3.036 -1.163 -2.148 0.083
H -1.512 -3.254 4.756 0.390
O 1.497 -1.086 -0.343 -0.827
C 0.479 -3.392 -2.456 0.178
H -2.316 5.030 1.806 0.386
C -0.658 -3.826 -4.547 -0.451
H -6.864 -2.869 -4.466 0.427
C 2.439 -2.928 1.751 -0.865
C -4.695 1.225 -2.557 -0.940
C -0.395 4.204 -1.639 -1.044
H -2.280 0.904 3.055 0.503
C -2.326 -2.889 4.129 -1.135
H 1.335 -2.224 4.188 0.159
C -0.088 3.214 -0.720 -0.450
H -1.942 -5.693 3.082 0.413
H -1.982 -0.294 -1.155 -0.785
H -2.600 2.489 -3.479 0.442
H 0.404 1.335 -3.386 0.290
C -2.541 -5.180 2.328 -1.327
N 0.467 2.395 1.977 0.766
H 3.261 4.957 3.593 0.127
H -2.389 3.764 0.581 0.132
H -3.513 3.228 4.121 0.467
N 3.190 2.294 0.222 0.179
H 2.366 2.548 -4.228 0.445
H -4.426 0.959 -3.576 0.290
H -2.388 -1.809 4.250 0.213
C 2.299 -2.734 4.225 -1.769
H 2.404 1.035 -5.146 0.449
C -1.938 2.726 -2.654 -0.362
C -2.556 1.626 2.290 -1.382
N 2.850 0.016 2.092 0.560
H -3.652 0.105 0.449 -0.307
C 2.498 5.307 2.898 -1.383
As -1.925 -3.296 2.255 0.968
H 2.811 -2.441 5.144 0.413
H 2.953 -2.620 0.841 0.266
C 0.554 -4.112 -5.154 -0.956
H 0.685 3.467 -0.010 0.049
H 5.035 -2.757 4.009 0.379
C -2.001 3.010 2.591 3.034
C 4.122 -0.219 3.928 -1.147
C 3.134 -2.377 2.986 2.959
H 4.333 -0.336 -3.019 0.476
H 1.411 -2.571 1.709 -0.518
C 0.476 -3.189 -0.954 -1.615
C -5.843 -2.913 -4.112 -0.682
C -0.700 -3.399 -3.223 0.378
H 4.394 -4.133 3.109 0.441
C -2.647 4.008 1.613 -1.792
H -2.373 -5.676 1.372 0.293
H -6.255 -4.320 -2.535 0.472
C -4.200 -3.770 -2.598 0.659
C 2.803 1.549 -4.268 -2.344
H -3.830 1.801 -0.040 0.413
H 2.585 -3.675 -2.501 0.342
H -1.918 -3.155 -1.608 -0.359
H 3.970 2.963 4.684 0.165
H 0.568 -4.426 -6.190 0.413
C 1.733 -4.015 -4.437 -0.913
H 3.032 -1.135 -3.924 0.428
C -4.182 0.786 -0.209 -0.413
H -1.538 4.697 -3.402 0.337
H -5.742 0.992 -2.373 0.358
C 0.431 -1.742 -0.511 0.667
C 5.327 3.596 0.035 -1.457
C 3.339 -0.874 2.959 -0.467
Cl -3.810 -4.836 -1.289 -0.152
C 4.049 2.302 -1.792 -1.050
H 4.966 4.542 0.441 0.177
N 1.640 3.085 2.083 0.593
N 2.361 1.525 -0.541 1.217
H 3.819 3.339 2.057 -0.200
C 4.720 2.270 4.297 -1.340
H -4.130 -0.549 -1.762 0.031
H 5.142 -2.779 2.246 0.370
C -1.322 3.960 -2.639 -1.563
H 1.381 -3.638 -0.552 0.834
C -2.360 0.435 -1.858 -0.427
H -3.262 -3.357 4.437 0.436
N -1.905 -3.016 -2.609 0.982
H 4.698 2.500 -2.627 0.500
H 2.683 -4.230 -4.906 0.446
C -5.511 -3.714 -3.031 -0.592
H -3.650 1.702 2.252 0.738
S -0.121 -0.482 2.449 -0.578
C -4.857 -2.178 -4.745 -0.653
H 0.793 -0.326 -3.870 0.870
H -3.595 -5.263 2.600 0.389
H 3.880 1.646 -4.407 0.443
C -3.168 -3.015 -3.187 -1.473
Ti 0.608 0.536 0.653 -0.154
H 6.032 3.812 -0.766 0.453
H 5.383 2.831 3.637 0.177
H -0.368 -3.692 -0.474 0.275
N 3.326 1.226 2.492 -0.179
H -5.256 0.718 -0.051 0.431
C -3.582 -2.495 1.536 -0.728
H 0.120 5.157 -1.589 0.503
C 3.265 -0.559 -3.024 -1.710
C 0.956 0.438 -3.103 -1.137
H -2.205 4.398 4.284 0.347
C 1.437 4.284 2.661 0.368
C -0.486 3.183 2.498 -0.681
C 4.513 -3.047 3.097 -2.038
O -0.658 -1.166 -0.285 -0.361
H -1.939 2.712 4.743 0.431